(1)
{
  "formula": "C7H15NO",
  "method": "ωB97M-V with the def2-TZVPD basis set",
  "elements": ["C", "C", "C", "C", "C", "C", "C", "N", "O", "H", "H", "H", "H", "H", "H", "H", "H", "H", "H", "H", "H", "H", "H", "H"],
  "positions_angstrom": [[-1.45, -0.31, -0.29], [1.49, 0.22, 0.05], [1.49, 1.13, -0.92], [-1.83, 1.03, 0.23], [-1.78, -1.54, 0.49], [1.52, 0.60, 1.51], [1.79, -1.23, -0.24], [-0.84, 0.40, -2.44], [-1.17, -0.51, -1.54], [-1.08, 1.34, -2.08], [1.38, 2.18, -0.71], [1.68, 0.87, -1.95], [-1.01, 1.75, 0.14], [-2.68, 1.43, -0.33], [-2.11, 0.96, 1.28], [-1.23, -1.56, 1.43], [-2.84, -1.58, 0.73], [-1.52, -2.43, -0.09], [0.74, 0.07, 2.06], [2.48, 0.32, 1.95], [1.37, 1.67, 1.65], [2.82, -1.46, 0.04], [1.14, -1.88, 0.35], [1.66, -1.45, -1.30]],
  "e_homo_ha": [-0.274, -0.288],
  "total_charge": 0,
  "spin_multiplicity": 1,
  "relative_energy_ev": 5.199
}


(2)
{
  "formula": "C4H5F4N3O15S4V",
  "method": "ωB97M-V with the def2-TZVPD basis set",
  "elements": ["O", "V", "N", "S", "O", "O", "F", "S", "O", "O", "F", "N", "S", "O", "O", "F", "S", "O", "O", "F", "O", "C", "O", "O", "H", "O", "C", "O", "O", "H", "C", "C", "N", "H", "H", "H"],
  "positions_angstrom": [[-0.75, -2.67, 0.91], [-0.22, -1.18, 0.50], [2.90, 1.77, 0.17], [1.26, 2.04, -0.06], [0.51, 0.81, -0.09], [0.81, 3.17, -0.85], [0.93, 2.65, 1.36], [3.26, 1.87, -1.37], [3.54, 3.22, -1.82], [2.61, 0.92, -2.24], [4.79, 1.37, -1.24], [-2.06, -0.16, 0.46], [-3.42, -0.62, 1.31], [-4.35, -1.47, 0.63], [-3.91, 0.40, 2.17], [-2.70, -1.64, 2.27], [-2.65, 1.14, -0.22], [-2.15, 2.36, 0.36], [-3.96, 1.12, -0.81], [-1.74, 1.06, -1.55], [0.15, 0.51, 4.52], [0.83, 0.18, 3.40], [0.14, -0.42, 2.48], [2.01, 0.53, 3.25], [-0.74, 0.21, 4.25], [3.83, -1.06, 1.13], [3.09, -1.88, 0.36], [1.83, -1.79, 0.32], [3.70, -2.73, -0.32], [4.71, -1.39, 0.86], [-2.39, -1.33, -3.70], [-1.40, -1.49, -2.64], [-0.66, -1.64, -1.78], [-3.12, -0.56, -3.46], [-2.83, -2.29, -3.96], [-1.85, -1.01, -4.59]],
  "e_homo_ha": [-0.124, -0.123],
  "total_charge": -2,
  "spin_multiplicity": 2,
  "s_squared": 0.80,
  "relative_energy_ev": 0.000
}


(3)
{
  "formula": "C3H7N3OS",
  "method": "ωB97M-V with the def2-TZVPD basis set",
  "elements": ["C", "C", "C", "H", "H", "H", "H", "H", "H", "H", "N", "N", "N", "O", "S"],
  "positions_angstrom": [[-2.92, -0.10, 0.00], [-1.37, 0.15, 0.31], [1.32, -0.51, 0.04], [-3.10, -1.13, -0.72], [-3.52, 0.11, 0.99], [-3.10, 0.84, -0.69], [2.95, -0.75, 0.98], [2.69, 0.92, 0.25], [1.24, 2.45, -1.01], [0.59, 2.17, 0.37], [2.10, -1.28, 0.76], [1.89, 0.63, -0.44], [0.89, 1.69, -0.51], [-0.96, 1.15, 0.83], [-0.40, -1.15, -0.48]],
  "e_homo_ha": -0.347,
  "total_charge": 0,
  "spin_multiplicity": 1,
  "relative_energy_ev": 3.933
}


(4)
{
  "formula": "C23H35NO10P2S",
  "method": "ωB97M-V with the def2-TZVPD basis set",
  "elements": ["O", "C", "C", "C", "C", "O", "C", "C", "C", "N", "C", "S", "C", "C", "C", "H", "H", "H", "H", "H", "O", "P", "O", "C", "C", "O", "C", "C", "O", "C", "C", "H", "H", "H", "H", "H", "H", "H", "H", "H", "H", "H", "H", "H", "H", "H", "O", "P", "O", "C", "C", "O", "C", "C", "O", "C", "C", "H", "H", "H", "H", "H", "H", "H", "H", "H", "H", "H", "H", "H", "H", "H"],
  "positions_angstrom": [[-4.55, 0.43, 3.12], [-3.85, 0.12, 2.19], [-3.51, -1.33, 1.94], [-2.36, -1.66, 1.35], [-1.42, -0.57, 0.92], [-0.23, -0.75, 0.82], [-2.06, 0.75, 0.59], [-1.47, 1.59, -0.34], [-2.13, 2.77, -0.63], [-1.59, 3.69, -1.64], [-2.22, 3.59, -2.68], [-3.23, 3.65, -3.87], [-3.33, 3.12, -0.02], [-3.92, 2.28, 0.91], [-3.27, 1.09, 1.21], [-4.20, -2.11, 2.23], [-2.08, -2.68, 1.12], [-0.53, 1.31, -0.81], [-3.83, 4.04, -0.30], [-4.87, 2.53, 1.37], [-0.95, -4.83, 6.15], [0.01, -3.76, 6.53], [0.65, -4.26, 7.94], [1.50, -5.40, 7.95], [2.87, -5.10, 7.36], [-0.99, -2.57, 7.04], [-2.39, -2.59, 6.74], [-3.18, -3.20, 7.88], [1.19, -2.64, 6.26], [1.55, -2.36, 4.89], [0.40, -1.79, 4.10], [1.02, -6.23, 7.41], [1.61, -5.70, 8.99], [2.80, -4.91, 6.28], [3.54, -5.94, 7.51], [3.30, -4.21, 7.81], [-2.58, -3.12, 5.80], [-2.69, -1.56, 6.59], [-2.79, -4.18, 8.16], [-4.23, -3.31, 7.61], [-3.11, -2.57, 8.76], [1.92, -3.28, 4.43], [2.38, -1.66, 4.92], [-0.41, -2.53, 4.00], [0.71, -1.51, 3.10], [-0.02, -0.92, 4.60], [0.98, 1.31, -6.29], [1.74, 2.52, -6.70], [0.62, 3.54, -7.28], [-0.32, 4.11, -6.38], [0.31, 5.18, -5.50], [2.45, 2.01, -8.08], [2.53, 0.63, -8.42], [1.38, 0.23, -9.33], [2.90, 3.69, -6.55], [3.85, 3.56, -5.47], [4.71, 2.32, -5.61], [-0.77, 3.33, -5.77], [-1.11, 4.56, -6.99], [1.02, 4.75, -4.80], [-0.46, 5.71, -4.92], [0.85, 5.91, -6.11], [2.55, 0.01, -7.52], [3.48, 0.48, -8.93], [0.42, 0.52, -8.91], [1.38, -0.84, -9.51], [1.48, 0.74, -10.29], [3.32, 3.56, -4.51], [4.48, 4.45, -5.50], [4.10, 1.41, -5.51], [5.48, 2.30, -4.84], [5.18, 2.28, -6.59]],
  "e_homo_ha": -0.363,
  "total_charge": 0,
  "spin_multiplicity": 1
}


The calculation returns the following E values, one per record and in order: -11035.4751 -119313.7714 -20574.2505 -75797.6730 eV.
The calculation returns the following max |F| values, one per record and in order: 0.0286 0.1192 0.0839 0.1313 hartree/bohr.
The calculation returns the following molar mass values, one per record and in order: 129.203 590.294 133.176 579.545 u.